Entry 1:
{"formula": "C30H18I2N8O4SSeSn", "method": "wB97M-V/def2-TZVPD", "symbols": ["Sn", "I", "C", "C", "C", "I", "C", "C", "C", "C", "N", "C", "C", "O", "H", "H", "H", "H", "O", "S", "O", "O", "C", "N", "C", "C", "C", "N", "C", "C", "C", "N", "C", "C", "H", "H", "H", "H", "H", "H", "N", "C", "C", "C", "C", "C", "N", "C", "H", "H", "H", "H", "Se", "N", "C", "C", "C", "C", "C", "C", "N", "H", "H", "H", "H"], "xyz": [[-1.2144, -0.7085, 0.1083], [-4.1992, 3.6616, 1.0952], [-3.3327, 2.4491, 2.4990], [-3.5256, 2.6759, 3.8487], [-2.9411, 1.8598, 4.8148], [-3.2977, 2.2962, 6.7762], [-2.1096, 0.7371, 4.4353], [-1.4889, -0.1411, 5.3378], [-0.7309, -1.1840, 4.8636], [-0.5956, -1.3468, 3.4843], [-1.1651, -0.5250, 2.6160], [-1.9080, 0.4951, 3.0756], [-2.5150, 1.3513, 2.0516], [-2.3153, 1.1105, 0.8324], [-4.1451, 3.5065, 4.1586], [-1.6124, 0.0046, 6.4033], [-0.2455, -1.8741, 5.5397], [-0.0155, -2.1654, 3.0742], [6.5757, 5.9808, 0.1220], [6.3461, 5.2513, -1.1467], [5.0681, 5.5732, -1.7195], [7.4687, 5.3373, -2.0463], [6.2924, 3.5045, -0.5044], [7.4431, 2.9367, -0.2102], [7.3454, 1.6819, 0.2213], [6.1187, 1.0414, 0.3504], [4.9843, 1.7567, 0.0202], [5.0719, 3.0198, -0.4058], [3.5928, 1.2172, 0.1001], [3.2980, -0.0433, 0.6124], [1.9859, -0.4672, 0.6326], [0.9768, 0.2866, 0.1761], [1.2573, 1.5057, -0.3115], [2.5399, 2.0021, -0.3629], [8.2734, 1.1839, 0.4734], [6.0791, 0.0205, 0.7023], [4.0691, -0.6978, 0.9938], [1.7296, -1.4498, 1.0146], [0.4172, 2.0882, -0.6715], [2.7401, 2.9878, -0.7606], [1.8726, -1.5746, -5.6636], [0.9632, -1.0926, -5.1540], [-0.1616, -0.4933, -4.4823], [-1.2101, 0.0938, -5.1822], [-2.2527, 0.6576, -4.4670], [-2.2204, 0.6048, -3.0860], [-1.2160, 0.0312, -2.4107], [-0.2066, -0.5000, -3.0968], [-1.1998, 0.1023, -6.2641], [-3.0804, 1.1338, -4.9733], [-3.0152, 1.0381, -2.4905], [0.6008, -0.9470, -2.5255], [-1.3508, -4.9819, 0.9674], [-2.0502, -3.4400, 0.3908], [-3.0891, -3.7594, -0.3653], [-3.9736, -2.8282, -1.0148], [-4.9979, -3.3078, -1.7540], [-5.2300, -4.7217, -1.9185], [-4.4419, -5.6395, -1.3251], [-3.3417, -5.1845, -0.5194], [-2.5189, -5.9874, 0.1181], [-3.8372, -1.7628, -0.8860], [-5.6814, -2.6170, -2.2316], [-6.0638, -5.0422, -2.5296], [-4.6136, -6.7021, -1.4304]], "forces_ev_per_a": [[0.2, 0.0, 0.0], [0.0, 0.1, -0.1], [0.2, -0.2, -0.2], [0.1, -0.2, 0.0], [0.0, 0.0, -0.1], [0.0, 0.0, 0.1], [-0.1, 0.1, 0.1], [0.0, 0.0, 0.1], [0.0, 0.0, 0.0], [-0.1, 0.1, -0.1], [0.1, 0.0, -0.1], [0.0, 0.1, -0.2], [-0.1, 0.2, 0.4], [0.2, 0.0, -0.3], [0.0, 0.0, 0.0], [0.0, 0.0, 0.0], [0.0, 0.0, 0.0], [0.0, 0.0, 0.0], [0.0, 0.4, -0.6], [0.3, -1.5, 0.8], [0.0, 0.1, 0.2], [-0.1, 0.3, 0.3], [-0.5, 1.1, -0.8], [-0.1, -0.2, 0.0], [0.0, 0.2, 0.0], [0.0, -0.3, 0.1], [-0.2, 0.2, 0.1], [0.2, -0.3, 0.0], [0.2, 0.0, 0.0], [0.0, 0.0, 0.0], [0.0, 0.0, -0.1], [-0.2, 0.0, 0.1], [-0.1, -0.1, 0.0], [0.0, 0.0, 0.0], [0.0, 0.0, 0.0], [0.0, 0.0, 0.0], [0.0, 0.0, 0.0], [0.0, 0.0, 0.0], [0.0, 0.0, 0.0], [0.0, 0.0, 0.0], [-0.1, 0.0, 0.1], [0.0, 0.0, 0.0], [0.1, -0.1, -0.1], [0.0, 0.0, -0.1], [0.0, 0.0, 0.0], [0.1, 0.0, 0.1], [0.0, 0.3, 0.1], [-0.1, 0.0, 0.1], [0.0, 0.0, 0.0], [0.0, 0.0, 0.0], [0.0, 0.0, 0.0], [0.0, 0.0, 0.0], [0.1, 0.0, 0.0], [-0.2, -0.3, 0.1], [-0.2, 0.0, -0.1], [0.2, -0.2, 0.1], [-0.1, -0.1, -0.1], [-0.1, 0.2, -0.1], [0.1, 0.0, 0.1], [-0.1, 0.1, -0.1], [0.0, 0.0, 0.0], [0.0, 0.1, 0.0], [0.0, 0.0, 0.0], [0.0, 0.0, 0.0], [0.0, 0.0, 0.0]], "nbo_charge": [1.55, 0.35, -0.23, -0.25, -0.09, 0.39, -0.13, -0.08, -0.22, 0.09, -0.52, 0.11, 0.50, -0.74, 0.27, 0.25, 0.26, 0.21, -0.62, 2.29, -0.75, -0.71, 0.17, -0.38, 0.11, -0.25, 0.18, -0.43, 0.02, -0.21, 0.05, -0.60, 0.04, -0.15, 0.23, 0.23, 0.24, 0.20, 0.22, 0.27, -0.21, 0.23, -0.17, -0.08, -0.23, 0.07, -0.54, 0.08, 0.26, 0.25, 0.21, 0.21, 0.96, -0.76, 0.19, -0.27, -0.14, -0.20, -0.17, 0.07, -0.55, 0.20, 0.23, 0.24, 0.25], "e_above_lowest_ev": 1.207, "lumo_energy_ev": [-7.70, -8.53], "largest_force_ha_per_bohr": 0.0345, "e_tot_ha": -5501.711131, "total_charge": 2, "homo_lumo_gap_ev": [5.920, 5.094], "e_homo_ev": [-13.6, -13.6]}

=====

Entry 2:
{"formula": "C4H15NO2S", "method": "wB97M-V/def2-TZVPD", "symbols": ["C", "N", "C", "C", "C", "S", "H", "H", "H", "H", "H", "H", "H", "H", "H", "H", "H", "O", "H", "H", "O", "H", "H"], "xyz": [[0.5353, 2.1114, -0.2188], [-0.8386, 1.8616, 0.1877], [-1.0747, 0.4429, 0.4085], [-0.6326, -0.0424, 1.8052], [0.7731, -0.4795, 1.9511], [1.4273, -1.8209, 0.7476], [0.5707, 2.4577, -1.2986], [1.1705, 1.2335, -0.2947], [1.1157, 2.7274, 0.4856], [-1.1684, 2.4227, 0.9429], [-0.6833, -0.0906, -0.4121], [-2.1655, 0.3416, 0.3349], [-1.3142, -0.8574, 2.0140], [-0.7502, 0.8000, 2.4130], [1.0758, -0.8148, 3.0127], [1.5192, 0.4271, 1.8464], [0.2831, -1.9081, 0.0811], [-2.2032, -0.1364, -2.7320], [-2.5613, 0.5532, -3.0526], [-1.6275, 0.2394, -2.0094], [0.8538, -0.2850, -1.8443], [-0.0181, -0.6945, -1.9996], [0.7738, 0.4429, -2.4063]], "forces_ev_per_a": [[0.9, 0.7, -0.9], [0.9, -0.9, -1.2], [-1.7, 1.4, 1.4], [-0.4, -1.4, -2.2], [4.2, 0.4, 0.9], [-0.5, 0.9, 1.4], [0.1, 0.5, 1.3], [-0.5, -0.5, 0.4], [-0.4, 0.5, -0.5], [0.0, 0.3, 0.4], [0.7, -0.6, -0.3], [0.0, -0.3, 0.3], [-0.1, -0.2, 0.7], [-0.6, 1.0, 1.4], [-1.0, 0.1, -1.6], [-1.5, -1.6, -0.2], [-0.1, -0.2, -0.2], [5.3, -7.1, 5.0], [-4.4, 7.9, -4.0], [-1.2, -0.5, -1.0], [-0.7, -2.1, 0.4], [0.8, -0.4, -0.1], [0.3, 2.1, -1.6]], "nbo_charge": [-0.44, -0.65, -0.22, -0.45, -0.48, -0.05, 0.17, 0.22, 0.19, 0.36, 0.19, 0.19, 0.21, 0.21, 0.23, 0.21, 0.10, -0.91, 0.45, 0.46, -0.91, 0.46, 0.46], "e_above_lowest_ev": 2.556, "lumo_energy_ev": 0.67, "largest_force_ha_per_bohr": 0.1978, "e_tot_ha": -764.728342, "total_charge": 0, "homo_lumo_gap_ev": 9.378, "e_homo_ev": -8.7}

=====

Entry 3:
{"formula": "C7H20FO4PSi", "method": "wB97M-V/def2-TZVPD", "symbols": ["C", "C", "O", "P", "O", "C", "C", "Si", "F", "O", "C", "C", "H", "H", "H", "H", "H", "H", "H", "H", "H", "H", "H", "H", "H", "H", "H", "H", "C", "O", "H", "H", "H", "H"], "xyz": [[-1.2710, -1.4427, -1.3507], [0.1749, -1.8891, -1.1885], [1.0227, -0.7340, -1.3004], [2.4417, -0.7134, -0.5720], [3.5257, -1.4417, -1.2363], [2.7575, 1.0536, -0.5004], [1.6134, 1.9789, 0.0008], [1.1323, 3.3226, -1.2043], [1.5132, 2.8783, -2.6963], [2.2226, -1.2913, 0.9039], [1.2242, -0.7398, 1.7809], [0.8956, -1.7607, 2.8457], [-1.2907, -0.6227, -2.0670], [-1.6418, -1.0346, -0.4144], [-1.9047, -2.2558, -1.6845], [0.3069, -2.3705, -0.2228], [0.4448, -2.6149, -1.9519], [3.6842, 1.2061, 0.0431], [2.9702, 1.2787, -1.5466], [1.9064, 2.4460, 0.9405], [0.7064, 1.4136, 0.1990], [1.7938, 4.6055, -0.8950], [-0.3276, 3.5512, -1.1528], [1.6117, 0.1711, 2.2331], [0.3172, -0.4958, 1.2267], [0.4404, -2.6440, 2.4043], [1.7847, -2.0394, 3.4026], [0.1679, -1.3273, 3.5302], [-5.0199, 0.1803, -0.0912], [-3.8038, -0.1068, 0.5933], [-5.5008, -0.7713, -0.3008], [-5.6917, 0.7852, 0.5227], [-4.8343, 0.6959, -1.0369], [-3.3721, 0.7287, 0.7859]], "forces_ev_per_a": [[0.6, 0.5, 0.2], [-0.6, -0.3, -0.3], [-0.1, 0.0, 0.6], [0.8, -0.1, -0.3], [-0.2, -0.1, 0.1], [-0.5, 0.3, -0.2], [0.3, -0.2, -0.1], [-0.2, 0.2, 0.3], [0.1, 0.0, -0.1], [-0.4, 0.3, 0.0], [0.0, -0.3, 0.2], [-0.1, 0.2, -0.1], [-0.1, -0.1, -0.3], [-0.2, -0.1, 0.1], [-0.1, -0.1, 0.0], [0.2, 0.0, 0.1], [0.2, 0.1, -0.1], [0.1, 0.0, 0.1], [0.2, -0.1, -0.1], [-0.1, 0.1, 0.1], [-0.1, -0.1, 0.0], [0.1, 0.0, -0.1], [0.0, 0.0, -0.1], [0.1, 0.1, 0.0], [0.0, 0.1, -0.1], [0.1, -0.1, 0.0], [0.1, -0.1, 0.0], [0.0, 0.0, 0.1], [0.1, 0.0, 0.1], [-0.1, 0.0, 0.0], [0.0, 0.0, 0.0], [0.0, 0.0, 0.0], [0.0, 0.0, 0.0], [0.0, 0.0, 0.0]], "nbo_charge": [-0.63, -0.07, -0.83, 2.40, -1.08, -0.83, -0.91, 1.53, -0.64, -0.81, -0.07, -0.62, 0.22, 0.22, 0.22, 0.18, 0.19, 0.26, 0.26, 0.24, 0.24, -0.23, -0.23, 0.18, 0.17, 0.21, 0.22, 0.21, -0.25, -0.72, 0.19, 0.16, 0.16, 0.46], "lumo_energy_ev": 0.33, "largest_force_ha_per_bohr": 0.0169, "e_tot_ha": -1310.502757, "total_charge": 0, "homo_lumo_gap_ev": 10.556, "e_homo_ev": -10.2}

=====

Entry 4:
{"formula": "C16H15F9MoO5SSe2", "method": "wB97M-V/def2-TZVPD", "symbols": ["Mo", "O", "C", "C", "C", "O", "C", "Se", "C", "Se", "H", "H", "H", "H", "H", "H", "H", "H", "H", "H", "O", "C", "O", "C", "C", "C", "C", "S", "C", "C", "H", "H", "H", "H", "H", "F", "C", "F", "F", "C", "O", "C", "F", "F", "F", "C", "F", "F", "F"], "xyz": [[-1.1158, 0.0797, -0.2689], [-2.4651, -0.6135, 3.2182], [-2.3405, -2.0447, 3.3646], [-1.9844, -2.6022, 2.0037], [-1.7592, -4.1345, 2.1259], [-1.2052, -4.5939, 0.9212], [-3.0975, -2.4487, 0.9517], [-3.2968, -0.8591, -0.2087], [-0.6008, -2.0648, 1.6433], [-0.3473, -0.0871, 1.8257], [-2.9605, -0.3335, 4.0198], [-3.2446, -2.4555, 3.6799], [-1.5146, -2.2227, 4.0277], [-2.7082, -4.6075, 2.2352], [-1.1064, -4.2726, 2.9902], [-1.1882, -5.5551, 0.8808], [-4.0664, -2.5882, 1.4623], [-3.0091, -3.2521, 0.2466], [-0.1882, -2.3708, 0.6751], [0.1771, -2.4226, 2.2976], [3.0394, 7.1778, -0.6434], [3.0859, 5.8896, -0.2137], [4.0858, 5.4984, 0.2965], [1.8884, 5.0232, -0.3701], [1.9481, 3.8498, 0.3425], [0.9291, 2.9294, 0.3158], [-0.1864, 3.2421, -0.4698], [-1.6177, 2.1956, -0.3372], [-0.2565, 4.4261, -1.2442], [0.7721, 5.3204, -1.1639], [2.1772, 7.4400, -0.8853], [2.8623, 3.6446, 0.8837], [1.0170, 2.0354, 0.8917], [-1.1732, 4.7006, -1.7891], [0.6890, 6.2115, -1.7570], [2.2330, 0.1502, -0.7174], [2.1751, -1.1188, -1.1040], [3.3823, -1.4748, -1.4881], [1.8860, -1.7926, 0.0392], [1.0120, -1.2372, -2.1301], [-0.0576, -0.4892, -1.6410], [1.4708, -0.6578, -3.5112], [2.3139, -1.3999, -4.1725], [2.1089, 0.5234, -3.2219], [0.4070, -0.3940, -4.2862], [0.5879, -2.7266, -2.3626], [1.5803, -3.5899, -2.3407], [-0.0086, -2.8576, -3.5515], [-0.3294, -3.0704, -1.4603]], "forces_ev_per_a": [[-1.6, 0.4, -0.9], [-1.0, -0.4, 1.0], [1.1, 1.2, -1.4], [0.4, 0.0, -0.5], [0.3, 0.4, -0.2], [0.5, 0.4, -0.3], [-0.2, 0.0, 1.1], [1.0, 0.0, 0.2], [0.4, 0.2, -0.8], [0.2, -0.6, 1.1], [0.5, 0.3, -0.7], [-1.5, -0.8, 0.9], [0.2, -0.5, 0.7], [-0.8, -0.4, 0.8], [0.0, -0.4, 0.1], [0.0, -0.1, 0.1], [0.2, 0.4, -0.3], [0.1, -0.3, -0.6], [-0.6, 0.0, -0.1], [0.1, -0.2, 0.6], [1.2, -1.2, 0.5], [0.7, 1.8, -0.2], [0.3, -0.6, 0.1], [-0.6, 0.3, -0.4], [0.6, -0.6, 0.2], [-0.3, 0.7, -0.6], [0.0, -0.1, -0.1], [-0.1, 0.7, -0.4], [-1.4, -0.8, 0.5], [0.7, -0.1, 0.1], [-1.6, 0.6, -0.5], [0.0, 0.1, 0.1], [-0.1, -0.3, 0.2], [0.6, -0.4, 0.2], [0.1, 0.3, -0.1], [0.0, 0.8, 0.2], [0.7, 0.3, 1.0], [-0.6, -0.3, -0.5], [-0.3, -0.5, -0.4], [0.8, -1.0, -0.6], [0.6, -0.5, -0.6], [-0.1, 2.2, -0.1], [0.1, -0.7, 0.2], [-0.7, -0.7, -0.5], [0.6, 0.0, 0.7], [-0.8, -0.4, -1.0], [0.5, 0.4, 0.5], [0.0, 0.3, 0.1], [-0.1, -0.1, 0.8]], "nbo_charge": [0.58, -0.75, -0.07, -0.14, -0.04, -0.74, -0.54, 0.46, -0.57, 0.68, 0.52, 0.21, 0.19, 0.20, 0.19, 0.51, 0.27, 0.27, 0.29, 0.28, -0.63, 0.75, -0.50, -0.12, -0.08, -0.22, -0.20, 0.43, -0.19, -0.15, 0.48, 0.27, 0.21, 0.26, 0.24, -0.31, 0.97, -0.26, -0.33, 0.01, -0.64, 0.98, -0.26, -0.32, -0.29, 0.97, -0.27, -0.29, -0.31], "lumo_energy_ev": [-10.06, -9.92], "largest_force_ha_per_bohr": 0.0421, "e_tot_ha": -7162.318125, "total_charge": 2, "homo_lumo_gap_ev": [5.354, 5.493], "e_homo_ev": [-15.4, -15.4]}